C16H23AsF6K2N4O9S | wB97M-V/def2-TZVPD

Geometry (Å):
K: -1.6137 3.4480 1.7681
K: 1.2785 -1.2965 3.6539
As: -0.1669 -0.0737 0.1147
F: -1.0165 1.4336 -0.2249
F: 1.4182 0.6871 -0.2423
F: 0.6565 -1.6661 0.4298
F: -1.7824 -0.8378 0.4290
F: -0.2653 -0.4769 -1.6365
F: -0.0440 0.3162 1.8990
O: 2.5725 2.9343 1.2375
C: 3.0622 2.6086 2.5084
O: 3.1517 1.4014 2.8214
O: 3.3467 3.5207 3.2955
H: 2.6108 2.0353 0.9029
C: -2.1895 5.7874 -2.1272
N: -1.8539 4.4570 -1.6635
O: -0.7166 4.1449 -1.3610
O: -2.8172 3.7434 -1.4162
H: -2.3581 6.4010 -1.2422
H: -3.0579 5.8054 -2.7857
H: -1.3699 6.2386 -2.6865
C: 2.9693 1.4076 -2.6339
C: 3.1219 -0.1108 -2.3982
O: 3.7063 -0.6160 -3.6010
S: 4.6363 0.5033 -4.3468
O: 4.7547 0.2233 -5.8031
O: 5.8981 0.7900 -3.6481
O: 3.5353 1.6929 -3.9427
H: 3.4567 1.9954 -1.8561
H: 1.9319 1.7382 -2.6839
H: 2.0812 -0.4314 -2.3509
H: 3.5785 -0.4638 -1.4735
N: -0.5074 -4.0341 4.5096
C: 0.1615 -4.5466 3.4220
C: -0.4341 -3.9805 2.3320
C: -1.4780 -3.1203 2.6691
C: -1.5094 -3.1704 4.0942
H: -0.2965 -4.3656 5.4400
H: 0.9689 -5.2122 3.6895
H: -0.1577 -4.1708 1.3055
H: -2.1569 -2.5896 2.0180
H: -2.1335 -2.6984 4.8385
N: 1.1639 -3.4279 -1.6420
C: 1.9364 -4.2253 -0.8819
C: 2.3838 -5.2554 -1.6859
C: 1.9820 -5.0270 -2.9901
C: 1.1972 -3.8965 -2.9082
H: 0.6425 -2.6592 -1.2453
H: 2.2076 -4.0060 0.1402
H: 2.9552 -6.1404 -1.4476
H: 2.2076 -5.6200 -3.8641
H: 0.7660 -3.2684 -3.6737
N: -4.7238 2.6901 0.6007
C: -5.3128 3.4657 1.5261
C: -5.2375 2.7450 2.7517
C: -4.4835 1.5916 2.4953
C: -4.3042 1.5196 1.1548
H: -4.7697 2.9061 -0.3848
H: -5.8587 4.3664 1.2873
H: -5.6891 3.0214 3.6930
H: -4.2446 0.9369 3.3203
H: -3.7903 0.8313 0.5001

energy: -5952.72798 Eh
total charge: 0
max |F|: 4.3 eV/A
E_LUMO: -1.4 eV
HOMO level: -7.0 eV

Results of the Mulliken charge analysis, in e, for atoms 1 through 5: 0.925 0.933 2.189 -0.572 -0.318



C16H23AsF6N4NaO2S6 | wB97M-V/def2-TZVPD

Geometry (Å):
Na: -1.4505 0.1937 2.2029
S: -8.6968 2.7163 3.4184
C: -7.1976 2.1754 2.9729
S: -6.8452 0.5424 2.5762
C: -5.1403 0.6987 2.1721
C: -4.6333 2.0149 2.2857
S: -3.0941 2.5818 1.9522
S: -5.8257 3.1973 2.8090
S: -4.3205 -0.6686 1.6926
F: -0.1285 0.4109 3.9308
As: -0.3210 -1.0949 4.8405
F: 1.1475 -1.6828 4.1350
F: 0.5552 -0.4206 6.1662
F: -0.5478 -2.5888 5.6781
F: -1.8110 -0.4806 5.4759
F: -1.2050 -1.6866 3.4424
C: -1.3734 -1.6890 -3.0249
C: -0.9591 -2.7969 -2.0607
N: 0.1797 -2.4904 -1.2132
C: 1.4885 -2.9320 -1.6598
C: 2.1609 -1.9956 -2.6615
C: 0.0266 -1.6585 -0.1237
C: 1.2586 -1.3708 0.6921
N: -1.0791 -1.1362 0.2525
H: -2.2298 -2.0187 -3.6191
H: -0.5603 -1.4418 -3.7087
H: -1.6689 -0.7799 -2.5016
H: -0.7016 -3.6998 -2.6209
H: -1.8061 -3.0682 -1.4220
H: 1.3705 -3.9268 -2.1008
H: 2.1343 -3.0630 -0.7941
H: 1.6218 -1.9762 -3.6099
H: 3.1868 -2.3158 -2.8600
H: 2.1899 -0.9771 -2.2709
H: 1.6070 -2.2729 1.1997
H: 1.0192 -0.6208 1.4375
H: 2.0668 -0.9700 0.0790
H: -1.8705 -1.3683 -0.3399
N: -3.9832 1.9151 -1.4658
N: -2.8322 1.0601 -1.3449
H: -4.0271 2.5371 -0.6603
H: -4.7917 1.3082 -1.3978
H: -2.6557 0.8559 -0.3627
H: -2.0229 1.5929 -1.6490
O: 6.7915 1.7721 -2.5862
C: 6.3543 2.0023 -1.3066
O: 7.1889 2.1844 -0.4537
C: 4.9006 1.9950 -1.0939
C: 3.9523 1.9193 -2.1247
C: 2.6020 1.9125 -1.8617
C: 2.0891 1.9790 -0.5403
S: 0.4087 1.9261 -0.2300
C: 3.0634 2.0608 0.4881
C: 4.4116 2.0698 0.2192
H: 6.0256 1.5831 -3.1390
H: 4.2438 1.8866 -3.1730
H: 1.8911 1.8640 -2.6776
H: 2.7137 2.1072 1.5118
H: 5.1288 2.1284 1.0282

energy: -6379.73343 Eh
2S+1: 2
total charge: -2
max |F|: 0.6 eV/A
E_LUMO (spin up / spin down): 3.8 / 2.8 eV
ΔE to the lowest compared entry with this formula, charge and spin: 0.3420 eV
HOMO level (spin up / spin down): -2.2 / -2.2 eV

Results of the Mulliken charge analysis, in e, for atoms 1 through 5: 0.791 -0.324 0.105 -0.121 0.119



C16H23Cl2N3O | wB97M-V/def2-TZVPD

Geometry (Å):
C: -4.1482 -1.4760 1.1631
H: -5.1332 -1.9279 1.2488
H: -4.2502 -0.4059 1.3279
H: -3.5124 -1.8932 1.9405
C: -3.5650 -1.7652 -0.2266
N: -2.1682 -1.3966 -0.4040
C: -1.2329 -2.3905 0.0691
H: -0.2211 -2.0894 -0.1928
H: -1.4413 -3.3341 -0.4370
H: -1.2772 -2.5716 1.1531
C: -1.8049 -0.0107 -0.1722
H: -2.7126 0.5735 -0.3392
C: -0.7638 0.4474 -1.2234
H: -1.0960 1.3788 -1.6837
H: -0.7029 -0.3079 -2.0064
C: 0.6293 0.6731 -0.6394
N: 0.5791 1.6685 0.4111
C: 1.4378 2.7024 0.5452
O: 1.1909 3.6950 1.2001
N: 2.6469 2.6010 -0.1619
C: 3.5171 1.5227 -0.1726
C: 4.6048 1.5300 -1.0495
C: 5.4727 0.4597 -1.1010
C: 5.2767 -0.6450 -0.2841
C: 4.2130 -0.6477 0.6113
C: 3.3483 0.4305 0.6778
H: 2.5609 0.4320 1.4135
Cl: 3.9591 -1.9913 1.6610
Cl: 6.3553 -1.9881 -0.3735
H: 6.3088 0.4687 -1.7817
H: 4.7643 2.3823 -1.6918
H: 3.0762 3.5041 -0.3160
C: -0.6376 1.7148 1.2064
H: -0.3653 2.0504 2.2108
C: -1.2848 0.3392 1.2365
H: -2.1045 0.3428 1.9541
H: -0.5506 -0.3932 1.5703
H: -1.3345 2.4549 0.7924
H: 1.0365 -0.2699 -0.2555
H: 1.3007 1.0240 -1.4265
C: -4.4309 -1.1250 -1.3147
H: -4.5777 -0.0625 -1.1387
H: -3.9582 -1.2541 -2.2843
H: -5.4081 -1.6003 -1.3334
H: -3.5962 -2.8497 -0.3833

energy: -1783.40056 Eh
total charge: 0
max |F|: 0.7 eV/A
SMILES: CC(C)N(C)C1CCN(C(=O)Nc2ccc(Cl)c(Cl)c2)CC1
E_LUMO: 0.6 eV
HOMO level: -8.3 eV

Results of the Mulliken charge analysis, in e, for atoms 1 through 5: -1.428 0.478 0.265 0.348 0.320



C16H23N3O | wB97M-V/def2-TZVPD

Geometry (Å):
C: -0.8560 -4.1907 -0.4295
C: -1.0526 -3.5050 0.9177
C: -0.0494 -2.3812 1.1719
H: 0.9691 -2.7636 1.0669
H: -0.1643 -2.0243 2.1985
C: -0.2425 -1.1976 0.2192
N: 0.6343 -0.1049 0.5531
C: 0.4546 0.8793 1.4889
N: 1.4585 1.7097 1.5610
C: 2.3820 1.2645 0.6522
C: 3.6342 1.7661 0.3170
C: 4.3521 1.0983 -0.6524
C: 3.8487 -0.0421 -1.2814
C: 2.6078 -0.5562 -0.9633
C: 1.8783 0.1098 0.0088
H: 2.2298 -1.4418 -1.4531
H: 4.4474 -0.5343 -2.0336
H: 5.3296 1.4604 -0.9352
H: 4.0205 2.6455 0.8070
C: -0.7938 1.0420 2.2842
H: -0.5566 1.0287 3.3489
H: -1.4884 0.2338 2.0652
C: -1.4568 2.3900 1.9385
N: -1.4258 2.6555 0.5136
C: -2.0187 1.8261 -0.3778
O: -2.7506 0.9173 -0.0419
C: -1.6910 2.1566 -1.8262
C: -2.4287 1.2376 -2.7902
H: -3.5021 1.3319 -2.6486
H: -2.1837 1.4874 -3.8195
H: -2.1563 0.2020 -2.6038
H: -0.6099 2.0583 -1.9614
H: -1.9584 3.1991 -2.0137
H: -0.6994 3.2719 0.1868
H: -2.4995 2.3700 2.2665
H: -0.9301 3.2027 2.4362
H: -1.2807 -0.8548 0.2466
H: -0.0125 -1.4970 -0.8056
H: -2.0657 -3.1013 0.9752
H: -0.9454 -4.2476 1.7113
H: -1.0713 -3.5116 -1.2502
H: 0.1673 -4.5465 -0.5310
H: -1.5242 -5.0441 -0.5168

energy: -863.05120 Eh
total charge: 0
max |F|: 0.8 eV/A
SMILES: CCCCn1c(CCNC(=O)CC)nc2ccccc21
E_LUMO: 0.8 eV
ΔE to the lowest compared entry with this formula, charge and spin: 0.0000 eV
HOMO level: -8.4 eV

Results of the Mulliken charge analysis, in e, for atoms 1 through 5: -1.144 -0.549 -0.301 0.320 0.332



C16H23N3O | wB97M-V/def2-TZVPD

Geometry (Å):
C: 0.4592 5.0884 2.9247
C: 0.8479 3.6333 3.1555
H: 1.4559 3.5553 4.0588
H: -0.0523 3.0335 3.3061
C: 1.6412 3.0696 1.9735
C: 2.0181 1.6212 2.2332
O: 3.1275 1.2712 2.5860
N: 0.9832 0.7658 2.0943
H: 0.1215 1.0468 1.6392
C: 1.1353 -0.6611 2.2023
H: 0.3195 -1.0600 2.8129
H: 2.0908 -0.8513 2.6968
C: 1.1204 -1.3388 0.8254
C: -0.1431 -1.0634 0.0839
N: -0.9493 -0.0707 0.3466
C: -1.9740 -0.1589 -0.5599
C: -3.0983 0.6394 -0.7317
C: -3.9676 0.3056 -1.7487
C: -3.7359 -0.7915 -2.5802
C: -2.6251 -1.5964 -2.4249
C: -1.7472 -1.2684 -1.4045
N: -0.5738 -1.8357 -0.9626
C: 0.0904 -2.9519 -1.5787
H: 0.6606 -3.4961 -0.8209
C: 1.0235 -2.5037 -2.7081
C: 1.7078 -3.6950 -3.3639
H: 2.3050 -4.2413 -2.6372
H: 0.9716 -4.3762 -3.7848
H: 2.3629 -3.3612 -4.1641
H: 1.7749 -1.8229 -2.3029
H: 0.4414 -1.9535 -3.4506
H: -0.6747 -3.6250 -1.9769
H: -2.4535 -2.4417 -3.0749
H: -4.4436 -1.0141 -3.3649
H: -4.8514 0.9047 -1.9109
H: -3.2755 1.4857 -0.0874
H: 1.2491 -2.4156 0.9561
H: 1.9679 -0.9676 0.2402
H: 2.5589 3.6442 1.8419
H: 1.0451 3.1381 1.0613
H: -0.1607 5.1816 2.0353
H: 1.3457 5.7040 2.7899
H: -0.0996 5.4731 3.7747

energy: -863.04939 Eh
total charge: 0
max |F|: 0.7 eV/A
SMILES: CCCC(=O)NCCc1nc2ccccc2n1CCC
E_LUMO: 0.7 eV
ΔE to the lowest compared entry with this formula, charge and spin: 0.0492 eV
HOMO level: -8.6 eV

Results of the Mulliken charge analysis, in e, for atoms 1 through 5: -1.252 -0.235 0.277 0.304 -0.757